C5H10O2 | ωB97M-V with the def2-TZVPD basis set

```
17
Properties=species:S:1:pos:R:3:forces:R:3
O -0.948 -2.624 -0.507 0.1 0.0 -0.3
C -0.447 -1.821 0.534 -0.2 0.5 0.2
C -0.350 -0.344 0.135 -0.6 0.3 0.0
C 0.170 0.625 1.195 0.1 -0.3 -0.1
C 0.439 1.837 0.327 -0.6 -0.3 -1.5
C 0.022 1.042 -1.384 1.4 1.2 0.3
O 0.497 -0.231 -1.007 0.3 0.5 0.0
H -0.432 -2.382 -1.289 -0.1 -0.1 0.0
H 0.553 -2.193 0.855 -0.3 0.5 -0.2
H -1.105 -1.946 1.400 0.0 0.1 -0.2
H -1.136 0.433 -0.312 -1.0 -3.2 1.9
H 1.071 0.231 1.674 0.0 0.1 0.0
H -0.607 0.763 1.960 0.2 0.1 -0.2
H 1.507 1.968 0.121 -0.3 0.0 0.0
H 0.025 2.784 0.721 -0.1 -0.5 -0.7
H 0.690 1.647 -1.951 0.9 -0.1 -0.7
H -0.852 0.806 -2.073 0.2 1.2 1.5
```
Positions in Å, forces in eV/Å.

Summary:
Total energy (eV): -9438.4445
Gap between HOMO and LUMO (eV): 10.8
Charge: 0
LUMO level (eV): 1.00


C5H10O2 | ωB97M-V with the def2-TZVPD basis set

```
17
Properties=species:S:1:pos:R:3:forces:R:3
O 2.493 0.259 -0.461 0.1 0.3 0.1
C 1.530 -0.529 0.197 -0.2 -0.2 0.1
C 0.246 -0.616 -0.613 0.1 0.5 -0.4
C -0.945 -1.227 0.128 -0.1 1.2 0.2
C -1.706 0.147 0.305 -0.9 1.3 2.1
C -0.510 1.651 0.116 0.0 -3.8 -1.6
O -0.269 0.664 -0.970 4.2 1.3 -3.0
H 2.132 1.153 -0.528 0.1 -0.2 -0.2
H 1.321 -0.153 1.212 0.0 -0.1 -0.2
H 1.956 -1.531 0.306 -0.1 0.1 0.0
H 0.474 -1.065 -1.584 -0.1 -0.1 0.2
H -0.706 -1.711 1.089 0.0 0.4 -0.3
H -1.483 -1.987 -0.476 0.0 0.8 0.2
H -1.943 0.353 1.308 -1.3 -0.4 1.3
H -2.538 0.261 -0.398 0.5 0.4 0.4
H 0.358 1.699 0.823 -0.9 -0.4 -0.1
H -0.410 2.632 -0.454 -1.6 -1.1 0.9
```
Positions in Å, forces in eV/Å.

Summary:
Total energy (eV): -9437.3861
Gap between HOMO and LUMO (eV): 9.1
Charge: 0
LUMO level (eV): 0.82


C5H10O2 | ωB97M-V with the def2-TZVPD basis set

```
17
Properties=species:S:1:pos:R:3:forces:R:3
C -2.082 -0.352 0.406 0.0 0.0 0.1
C -0.861 0.547 0.325 -0.2 0.0 -0.3
O -0.827 1.544 1.285 0.0 0.0 0.4
C 0.433 -1.122 -1.080 0.3 -0.2 -0.1
C 1.643 -0.177 -1.280 0.0 0.1 -0.1
C 1.601 0.305 0.155 0.0 0.1 0.0
O 0.303 -0.308 0.502 -0.2 0.0 -0.2
H -2.995 0.253 0.441 0.3 0.0 0.0
H -2.119 -1.020 -0.456 0.1 0.1 0.1
H -2.036 -0.962 1.314 0.0 0.1 0.0
H -0.803 1.052 -0.649 0.2 -0.2 0.2
H -1.021 1.126 2.134 0.0 0.2 0.0
H 0.815 -2.076 -0.674 0.0 0.2 0.0
H 2.584 -0.661 -1.561 -0.1 0.1 0.1
H 1.435 0.618 -2.005 0.0 -0.1 0.1
H 1.560 1.380 0.347 0.0 -0.1 -0.1
H 2.368 -0.147 0.795 -0.4 0.0 -0.1
```
Positions in Å, forces in eV/Å.

Summary:
Total energy (eV): -9437.7265
Gap between HOMO and LUMO (eV): 8.3
Charge: 0
LUMO level (eV): 0.81


C5H10O2 | ωB97M-V with the def2-TZVPD basis set

```
17
Properties=species:S:1:pos:R:3:forces:R:3
C 0.074 2.332 -0.771 0.0 -0.1 0.0
C 1.057 1.205 -0.383 0.0 -0.4 0.1
C 0.236 -0.033 0.108 -0.4 -0.5 0.0
O -0.598 -0.415 -0.961 -1.2 1.0 -0.6
C 0.786 -1.441 0.362 -0.7 -1.0 0.6
C -0.901 -2.625 0.604 0.2 1.1 -0.5
O -1.925 -2.205 0.115 0.6 -0.4 0.4
H 0.587 3.199 -1.209 0.0 -0.3 0.1
H -0.650 1.967 -1.503 0.1 0.0 0.1
H -0.486 2.695 0.100 0.1 -0.1 -0.1
H 1.652 0.941 -1.265 -0.1 -0.1 0.2
H 1.754 1.588 0.378 -0.2 -0.3 0.0
H -0.311 0.321 1.001 -0.2 -0.1 -0.2
H -1.257 -1.077 -0.595 0.4 1.1 -0.9
H 1.205 -1.730 1.304 0.5 0.2 0.5
H 1.455 -1.678 -0.490 -0.8 -0.6 0.5
H -1.151 -3.562 1.201 1.7 0.6 -0.1
```
Positions in Å, forces in eV/Å.

Summary:
Total energy (eV): -9438.8464
Gap between HOMO and LUMO (eV): 10.0
Charge: 0
LUMO level (eV): 0.67


C5H10O2 | ωB97M-V with the def2-TZVPD basis set

```
17
Properties=species:S:1:pos:R:3:forces:R:3
C 2.025 0.761 -0.750 0.1 0.1 -0.1
C 1.114 -0.023 0.137 0.2 0.4 0.5
O 1.455 -0.302 1.268 -0.2 0.7 -0.4
C -0.296 -0.226 -0.437 0.2 -0.1 0.0
C -1.454 -0.566 0.505 0.0 -0.1 0.1
C -1.888 0.885 0.262 -0.3 0.1 0.2
O -0.787 1.120 -0.636 0.0 0.1 -0.2
H 3.055 0.603 -0.431 -0.1 0.1 -0.1
H 1.894 0.537 -1.811 0.0 0.0 0.1
H 1.735 1.801 -0.583 0.2 0.1 -0.2
H 0.617 -2.388 0.406 0.0 -0.4 0.5
H 0.810 -1.958 1.007 -0.4 -1.3 -0.6
H -0.282 -0.785 -1.385 0.2 0.1 0.2
H -2.139 -1.328 0.123 0.2 0.1 0.1
H -1.159 -0.816 1.525 0.0 0.1 -0.1
H -1.848 1.542 1.138 0.0 -0.1 -0.2
H -2.842 1.022 -0.257 0.1 0.0 0.1
```
Positions in Å, forces in eV/Å.

Summary:
Total energy (eV): -9439.4777
Gap between HOMO and LUMO (eV): 10.5
SMILES: CC(=O)[C@H]1CCO1.[H][H]
Charge: 0
LUMO level (eV): 0.96


C5H10O2 | ωB97M-V with the def2-TZVPD basis set

```
17
Properties=species:S:1:pos:R:3:forces:R:3
C 1.877 -0.843 0.726 0.1 -0.2 0.1
O 1.278 0.394 0.409 0.0 0.0 0.0
C 0.710 0.420 -0.893 0.0 0.0 -0.2
C -0.759 0.032 -0.914 0.1 0.0 -0.1
C -1.424 -0.621 0.285 0.0 -0.1 0.1
C -1.684 0.819 -0.032 -0.3 -0.1 -0.2
O -1.167 1.842 0.760 0.2 0.0 0.2
H 1.153 -1.667 0.711 0.1 0.1 0.0
H 2.305 -0.756 1.727 -0.1 0.0 -0.1
H 2.678 -1.076 0.014 0.0 0.0 0.1
H 0.818 1.455 -1.237 0.0 -0.2 0.0
H 1.295 -0.224 -1.565 -0.1 0.1 0.1
H -1.119 -0.261 -1.898 0.0 0.1 0.1
H -2.202 -1.358 0.102 0.1 0.2 0.0
H -0.809 -0.817 1.158 -0.1 0.1 -0.1
H -2.665 1.096 -0.409 0.2 -0.1 0.0
H -0.286 1.565 1.057 -0.1 0.1 0.0
```
Positions in Å, forces in eV/Å.

Summary:
Total energy (eV): -9440.4528
Gap between HOMO and LUMO (eV): 10.2
SMILES: COC[C@H]1C[C@H]1O
Charge: 0
LUMO level (eV): 0.99